This record from OMol25 describes C34H35F2N4O2PPtS as an isolated structure in a non-equilibrium geometry. The level of theory is ωB97M-V with the def2-TZVPD basis set.

Structure (XYZ):
```
80
Properties=species:S:1:pos:R:3:forces:R:3:lowdin_charge:R:1
Pt 0.655 0.253 -0.168 -0.1 0.2 -2.3 1.16
O -3.566 -1.689 0.899 0.2 -0.2 0.0 0.05
C -2.563 -1.052 1.179 -0.4 0.7 -0.2 -0.74
O -2.306 0.172 0.930 0.3 -0.3 0.4 -0.20
C -1.450 -1.747 1.987 0.1 -0.1 -0.2 -0.17
P 0.201 -1.006 1.746 -0.5 -0.1 0.1 1.01
C 0.600 -0.065 3.226 -0.2 0.1 -0.1 -0.36
C 1.846 0.023 3.850 0.1 0.1 0.0 -0.11
C 2.002 0.818 4.978 0.1 0.0 0.0 -0.05
C 0.930 1.542 5.479 -0.1 0.0 0.0 -0.03
C -0.307 1.477 4.849 0.1 0.0 0.0 -0.03
C -0.475 0.681 3.728 -0.1 0.0 0.0 -0.08
C 1.218 -2.457 1.398 0.0 0.0 0.0 -0.37
C 0.833 -3.111 0.221 0.0 0.0 -0.1 -0.13
C 1.473 -4.270 -0.184 0.0 0.0 -0.1 -0.05
C 2.509 -4.787 0.583 0.0 0.0 0.0 -0.04
C 2.882 -4.157 1.761 0.0 0.0 0.0 -0.04
C 2.237 -2.997 2.176 0.0 0.0 0.0 -0.06
H -1.382 -2.808 1.759 0.0 0.0 0.0 0.10
H -1.702 -1.661 3.044 0.1 0.1 0.1 0.11
H 2.702 -0.518 3.474 0.0 -0.2 0.1 0.08
H 2.966 0.865 5.469 0.0 0.0 0.0 0.12
H 1.058 2.158 6.359 0.0 0.0 0.0 0.12
H -1.145 2.045 5.233 0.0 0.0 0.0 0.13
H -1.441 0.648 3.230 0.1 0.0 0.0 0.11
H -0.008 -2.741 -0.364 0.0 0.0 0.0 0.11
H 1.157 -4.776 -1.088 0.0 0.0 0.0 0.12
H 3.008 -5.698 0.276 0.0 0.0 0.0 0.12
H 3.664 -4.581 2.378 0.0 0.0 0.0 0.12
H 2.512 -2.563 3.124 0.0 0.1 0.1 0.10
N -1.269 0.850 -1.608 1.5 -1.0 1.1 -0.28
S -2.551 1.804 -1.145 0.0 0.2 0.7 1.13
C -2.362 3.234 -2.200 -0.3 -0.2 0.0 -0.38
C -3.511 3.848 -2.679 0.0 0.1 -0.1 -0.07
C -3.389 5.048 -3.364 0.0 0.0 0.0 -0.04
C -2.142 5.633 -3.534 0.0 0.0 0.0 -0.05
C -1.009 5.020 -3.016 0.1 0.0 0.0 -0.07
C -1.110 3.813 -2.340 -0.1 0.0 0.0 -0.10
C -3.974 0.972 -1.771 0.1 0.0 0.0 -0.41
C -4.147 0.792 -3.144 0.0 -0.1 0.0 -0.08
C -5.268 0.110 -3.574 0.0 0.0 0.0 -0.05
C -6.186 -0.377 -2.644 0.0 0.0 0.0 -0.04
C -5.990 -0.194 -1.284 0.0 0.0 0.0 -0.03
C -4.870 0.488 -0.828 0.0 0.0 0.0 -0.06
H -1.662 -0.098 -1.592 0.0 0.2 0.0 0.01
H -4.485 3.398 -2.537 0.1 0.1 0.0 0.12
H -4.274 5.531 -3.756 0.0 0.0 0.0 0.12
H -2.055 6.575 -4.058 0.0 0.0 0.0 0.12
H -0.043 5.500 -3.122 0.0 0.0 0.0 0.11
H -0.241 3.341 -1.905 0.0 0.0 0.0 0.07
H -3.432 1.194 -3.851 0.0 0.0 0.0 0.12
H -5.434 -0.041 -4.632 0.0 0.0 0.0 0.12
H -7.063 -0.908 -2.991 0.0 0.0 0.0 0.12
H -6.702 -0.587 -0.570 0.0 0.0 0.0 0.12
H -4.675 0.600 0.230 0.0 0.0 -0.1 0.11
C 5.797 -0.286 2.014 0.0 0.0 0.0 0.01
C 4.765 -0.486 0.958 0.0 0.0 0.0 -0.26
C 4.799 -1.157 -0.246 -0.1 0.0 0.0 0.06
C 3.523 -1.023 -0.812 0.0 -0.2 -0.2 -0.31
N 2.752 -0.310 0.008 -0.8 0.6 0.6 -0.08
N 3.517 0.007 1.076 0.1 0.0 0.1 0.06
C 3.041 -1.552 -2.120 0.0 -0.1 0.1 -0.02
H 6.788 -0.240 1.568 0.0 0.0 0.0 0.10
H 5.790 -1.118 2.721 0.0 0.0 0.0 0.10
H 5.629 0.638 2.567 0.0 0.0 0.0 0.09
H 5.643 -1.675 -0.673 -0.1 0.0 0.0 0.14
H 3.156 0.580 1.820 0.0 0.0 0.0 0.13
H 3.279 -2.611 -2.205 0.0 0.0 0.0 0.09
H 3.529 -1.032 -2.945 0.0 0.0 0.0 0.09
H 1.964 -1.436 -2.234 0.0 0.0 0.0 0.05
C 2.168 2.695 -4.032 0.0 0.0 0.0 0.01
C 1.743 1.826 -2.946 0.1 -0.1 -0.2 -0.16
N 1.407 1.116 -2.116 -0.1 0.1 0.5 0.08
H 3.043 3.266 -3.726 0.0 0.0 0.0 0.11
H 1.355 3.373 -4.289 0.0 0.0 0.0 0.09
H 2.415 2.088 -4.903 0.0 0.0 0.0 0.11
F -0.535 2.560 0.885 0.4 -0.2 0.0 0.07
C 0.676 2.027 0.834 -0.2 0.5 -0.1 -0.45
F 1.474 2.827 0.107 -0.1 -0.2 0.1 0.05
H 1.090 1.892 1.835 0.0 -0.2 0.0 0.11
```
Forces are in eV/Å.

E_tot	-2744.0859	hartree
orbital gap	5.77	eV
molecular weight	827.795	u
net charge	+2
E_LUMO	-0.279	Ha